11 unconnected molecules or ions with the total composition C38H86BN2O28 at a distorted geometry. Source: the OMol25 dataset; level of theory: the ωB97M-V functional and the def2-TZVPD basis.

Last columns: bonded neighbours and bond lengths (Å).
Atoms and positions in Å:
1 O 1.67936 -0.62846 -3.56762  C2 1.197
2 C 1.69443 -1.17797 -2.50404  O1 1.197, O3 1.316, C6 1.553
3 O 1.31498 -0.62171 -1.37294  C2 1.316, B4 1.456
4 B 1.49211 -1.56039 -0.27463  O3 1.456, O5 1.459, O8 1.474, O12 1.493
5 O 2.19574 -2.70956 -0.83386  B4 1.459, C6 1.319
6 C 2.29509 -2.56344 -2.14127  C2 1.553, O5 1.319, O7 1.195
7 O 2.68773 -3.37406 -2.92640  C6 1.195
8 O 0.20754 -1.90415 0.36060  B4 1.474, C9 1.332
9 C 0.10617 -1.28131 1.53315  O8 1.332, O10 1.192, C11 1.548
10 O -0.87740 -1.20298 2.20135  C9 1.192
11 C 1.47932 -0.63043 1.82639  C9 1.548, O12 1.319, O13 1.192
12 O 2.27724 -0.90246 0.81211  B4 1.493, C11 1.319
13 O 1.70954 0.06664 2.76540  C11 1.192
14 C -2.60046 -3.95783 3.09523  N15 1.475, H18 1.083, H19 1.085, H20 1.091
15 N -2.70962 -4.49392 4.46549  C14 1.475, O16 1.212, O17 1.218
16 O -1.91956 -5.35116 4.79542  N15 1.212
17 O -3.48503 -3.92675 5.21397  N15 1.218
18 H -3.37085 -3.22983 2.87493  C14 1.083
19 H -2.57908 -4.73355 2.33695  C14 1.085
20 H -1.65901 -3.40629 3.08386  C14 1.091
21 C 2.05636 -2.50200 -7.09242  N22 1.467, H25 1.078, H26 1.088, H27 1.098
22 N 0.94621 -3.15684 -7.79382  C21 1.467, O23 1.221, O24 1.211
23 O -0.10070 -2.53872 -7.90304  N22 1.221
24 O 1.13369 -4.26404 -8.24656  N22 1.211
25 H 2.98379 -3.05240 -7.09024  C21 1.078
26 H 1.72626 -2.13789 -6.12229  C21 1.088
27 H 2.22055 -1.54772 -7.61098  C21 1.098
28 C -2.14854 1.90773 -1.15710  O29 1.417, H34 1.090, H35 1.088, H36 1.099
29 O -1.71303 2.87871 -0.22092  C28 1.417, C30 1.391
30 C -1.41331 2.32614 1.02037  O29 1.391, C31 1.521, H37 1.107, H38 1.098
31 C -0.98331 3.42608 1.97850  C30 1.521, O32 1.398, H39 1.100, H40 1.096
32 O -0.50604 2.77846 3.12231  C31 1.398, C33 1.394
33 C -0.50367 3.56007 4.27601  O32 1.394, H41 1.097, H42 1.099, H43 1.093
34 H -2.42568 2.47050 -2.04900  C28 1.090
35 H -2.98604 1.28857 -0.84109  C28 1.088
36 H -1.27582 1.30382 -1.44301  C28 1.099
37 H -0.56389 1.61891 0.95380  C30 1.107
38 H -2.21020 1.73012 1.48353  C30 1.098
39 H -1.86650 4.04160 2.20545  C31 1.100
40 H -0.22187 4.04893 1.49475  C31 1.096
41 H -1.52242 3.76085 4.62884  C33 1.097
42 H 0.07696 4.48794 4.18078  C33 1.099
43 H 0.00998 2.99812 5.05987  C33 1.093
44 C 2.77298 5.57746 1.32579  O45 1.400, H50 1.088, H51 1.099, H52 1.101
45 O 3.29257 4.28043 1.23675  C44 1.400, C46 1.417
46 C 2.66084 3.36112 2.10989  O45 1.417, C47 1.516, H53 1.095, H54 1.097
47 C 3.68209 2.57818 2.91217  C46 1.516, O48 1.408, H55 1.094, H56 1.104
48 O 4.66876 2.10555 2.02532  C47 1.408, C49 1.387
49 C 5.39379 1.05422 2.56705  O48 1.387, H57 1.093, H58 1.098, H59 1.101
50 H 2.96441 6.08452 0.38194  C44 1.088
51 H 3.19105 6.10926 2.19249  C44 1.099
52 H 1.68560 5.58407 1.49812  C44 1.101
53 H 2.04076 2.66020 1.54218  C46 1.095
54 H 1.99547 3.88116 2.81048  C46 1.097
55 H 3.17875 1.72991 3.38461  C47 1.094
56 H 4.12530 3.17726 3.72636  C47 1.104
57 H 5.95233 0.55265 1.77253  C49 1.093
58 H 4.74271 0.28659 3.00592  C49 1.098
59 H 6.13907 1.39264 3.30398  C49 1.101
60 C -1.36528 -1.44238 -4.48760  O61 1.406, H66 1.097, H67 1.087, H68 1.097
61 O -2.41730 -0.60071 -4.89009  C60 1.406, C62 1.413
62 C -2.61789 -0.47343 -6.28276  O61 1.413, C63 1.529, H69 1.098, H70 1.090
63 C -3.08702 -1.73956 -7.00043  C62 1.529, O64 1.411, H71 1.096, H72 1.100
64 O -4.36186 -2.07581 -6.49798  C63 1.411, C65 1.408
65 C -5.01625 -3.07816 -7.23935  O64 1.408, H73 1.098, H74 1.094, H75 1.092
66 H -1.61642 -2.51033 -4.51551  C60 1.097
67 H -1.09206 -1.14965 -3.47733  C60 1.087
68 H -0.50606 -1.33342 -5.16039  C60 1.097
69 H -1.68362 -0.15134 -6.76138  C62 1.098
70 H -3.44383 0.22815 -6.40048  C62 1.090
71 H -2.40344 -2.57560 -6.81310  C63 1.096
72 H -3.07036 -1.56309 -8.08630  C63 1.100
73 H -4.35334 -3.90636 -7.52227  C65 1.098
74 H -5.49987 -2.63397 -8.11448  C65 1.094
75 H -5.75863 -3.54050 -6.58570  C65 1.092
76 C -0.00294 2.29945 -4.96431  O77 1.408, H82 1.096, H83 1.099, H84 1.089
77 O 0.78552 3.32488 -4.40697  C76 1.408, C78 1.388
78 C 1.12588 4.33105 -5.29992  O77 1.388, C79 1.507, H85 1.104, H86 1.109
79 C 1.74254 5.51168 -4.59598  C78 1.507, O80 1.427, H87 1.095, H88 1.092
80 O 0.92366 6.64567 -4.87841  C79 1.427, C81 1.401
81 C 1.35729 7.80909 -4.22838  O80 1.401, H89 1.094, H90 1.094, H91 1.094
82 H 0.41063 1.85874 -5.87874  C76 1.096
83 H -1.01590 2.68127 -5.15314  C76 1.099
84 H -0.08796 1.52891 -4.20005  C76 1.089
85 H 0.26513 4.66086 -5.90701  C78 1.104
86 H 1.76106 3.95431 -6.12686  C78 1.109
87 H 2.72697 5.73821 -5.01901  C79 1.095
88 H 1.79684 5.36458 -3.51570  C79 1.092
89 H 0.71803 8.02070 -3.36582  C81 1.094
90 H 1.28367 8.66457 -4.90593  C81 1.094
91 H 2.40725 7.73265 -3.92920  C81 1.094
92 C -0.19295 -8.86275 1.90148  O93 1.398, H98 1.101, H99 1.090, H100 1.090
93 O -1.32989 -8.06774 1.73204  C92 1.398, C94 1.400
94 C -1.17329 -6.98899 0.85352  O93 1.400, C95 1.513, H101 1.094, H102 1.106
95 C -0.14907 -5.94376 1.23732  C94 1.513, O96 1.434, H103 1.093, H104 1.101
96 O 1.12712 -6.39136 0.76031  C95 1.434, C97 1.422
97 C 2.18165 -5.55275 1.21403  O96 1.422, H105 1.091, H106 1.093, H107 1.094
98 H 0.07057 -9.41067 0.98409  C92 1.101
99 H -0.43322 -9.61389 2.65436  C92 1.090
100 H 0.69635 -8.30977 2.20390  C92 1.090
101 H -2.16031 -6.56053 0.65436  C94 1.094
102 H -0.91094 -7.30666 -0.17260  C94 1.106
103 H -0.14601 -5.74328 2.31182  C95 1.093
104 H -0.35096 -5.05002 0.62775  C95 1.101
105 H 3.11533 -6.11755 1.19950  C97 1.091
106 H 1.99187 -5.18097 2.22417  C97 1.093
107 H 2.33016 -4.71813 0.52243  C97 1.094
108 C -1.05697 0.19178 5.18858  O109 1.420, H114 1.087, H115 1.091, H116 1.100
109 O -1.56619 -1.10268 5.47598  C108 1.420, C110 1.409
110 C -2.41328 -1.16469 6.60004  O109 1.409, C111 1.505, H117 1.095, H118 1.093
111 C -1.69784 -1.69648 7.81214  C110 1.505, O112 1.424, H119 1.094, H120 1.112
112 O -0.96508 -0.67554 8.48196  C111 1.424, C113 1.398
113 C -0.63976 -1.04030 9.79169  O112 1.398, H121 1.099, H122 1.090, H123 1.097
114 H -0.24534 0.07452 4.47502  C108 1.087
115 H -0.76748 0.70307 6.10799  C108 1.091
116 H -1.82375 0.75271 4.63492  C108 1.100
117 H -3.14974 -1.93819 6.36015  C110 1.095
118 H -2.97990 -0.24980 6.79180  C110 1.093
119 H -1.08990 -2.58503 7.61540  C111 1.094
120 H -2.50767 -2.05883 8.48243  C111 1.112
121 H -1.52825 -0.98020 10.43493  C113 1.099
122 H 0.10483 -0.36137 10.20785  C113 1.090
123 H -0.21087 -2.04931 9.82838  C113 1.097
124 C -4.86432 2.91632 2.75493  O125 1.410, H130 1.103, H131 1.089, H132 1.090
125 O -5.67415 2.66568 1.62847  C124 1.410, C126 1.420
126 C -6.33420 1.40869 1.62777  O125 1.420, C127 1.504, H133 1.091, H134 1.101
127 C -5.45027 0.19521 1.72314  C126 1.504, O128 1.402, H135 1.102, H136 1.102
128 O -4.84693 -0.07781 0.48757  C127 1.402, C129 1.397
129 C -3.68506 -0.83940 0.63406  O128 1.397, H137 1.098, H138 1.094, H139 1.097
130 H -5.41275 2.66564 3.67880  C124 1.103
131 H -4.68275 3.98891 2.80076  C124 1.089
132 H -3.92286 2.36692 2.72561  C124 1.090
133 H -6.84655 1.42257 0.66463  C126 1.091
134 H -7.07785 1.39681 2.43929  C126 1.101
135 H -6.03237 -0.67265 2.07212  C127 1.102
136 H -4.69311 0.31148 2.51556  C127 1.102
137 H -2.83562 -0.28588 1.05495  C129 1.098
138 H -3.23185 -1.18806 -0.29855  C129 1.094
139 H -3.81910 -1.72693 1.26511  C129 1.097
140 C 7.72196 2.15486 -1.04636  O141 1.403, H146 1.099, H147 1.087, H148 1.099
141 O 6.40718 1.86829 -0.64867  C140 1.403, C142 1.401
142 C 5.63331 1.34128 -1.69082  O141 1.401, C143 1.515, H149 1.104, H150 1.102
143 C 4.23160 1.05351 -1.19337  C142 1.515, O144 1.412, H151 1.095, H152 1.095
144 O 3.65551 2.22731 -0.65993  C143 1.412, C145 1.400
145 C 2.45131 2.64408 -1.23926  O144 1.400, H153 1.099, H154 1.085, H155 1.097
146 H 8.06412 1.47987 -1.84373  C140 1.099
147 H 8.37102 2.05033 -0.18036  C140 1.087
148 H 7.78731 3.16333 -1.47775  C140 1.099
149 H 6.06133 0.39492 -2.06504  C142 1.104
150 H 5.56804 2.03391 -2.54489  C142 1.102
151 H 4.28349 0.32820 -0.37513  C143 1.095
152 H 3.62501 0.64866 -2.01003  C143 1.095
153 H 2.49840 2.81815 -2.32344  C145 1.099
154 H 2.16008 3.56907 -0.75305  C145 1.085
155 H 1.71897 1.84283 -1.08298  C145 1.097

orbital gap: 8.539 eV
total charge: -1
maximum force: 1.972 eV/A
relative energy (zero: lowest compared OMol25 entry of this formula, charge and spin): 0.201 eV
LUMO level: 1.8 eV